1.
9 unconnected molecules or ions with the total composition C27H72O9. Source: the Open Molecules 2025 dataset; level of theory: the ωB97M-V functional and the def2-TZVPD basis.

Values from the calculation:
ΔE to the lowest compared entry with this formula, charge and spin   96.8 kcal per mole
SMILES   CC(C)O.CC(C)O.CC(C)O.CC(C)O.CC(C)O.CC(C)O.CC(C)O.CC(C)O.CC(C)O
HOMO energy   -9.47 eV
LUMO   0.014 Ha

Cartesian coordinates (Å):
C (4.53, 5.39, -1.11)
C (3.94, 4.04, -1.44)
C (2.38, 4.09, -1.44)
O (4.42, 3.71, -2.75)
H (3.86, 6.03, -1.69)
H (5.55, 5.57, -1.44)
H (4.46, 5.65, -0.05)
H (4.30, 3.24, -0.80)
H (1.79, 4.71, -2.11)
H (2.04, 4.30, -0.42)
H (2.00, 3.12, -1.78)
H (4.09, 2.85, -3.01)
C (-1.79, 0.25, -0.27)
C (-0.51, -0.40, -0.77)
C (0.68, 0.40, -0.26)
O (-0.45, -1.66, -0.12)
H (-1.75, 0.29, 0.82)
H (-2.73, -0.30, -0.34)
H (-1.82, 1.23, -0.74)
H (-0.52, -0.61, -1.84)
H (1.57, -0.12, -0.62)
H (0.91, 0.41, 0.81)
H (0.69, 1.45, -0.53)
H (-0.53, -1.60, 0.84)
C (-1.60, -4.45, 2.26)
C (-1.61, -3.16, 3.13)
C (-0.63, -3.17, 4.30)
O (-1.29, -2.04, 2.36)
H (-1.72, -5.41, 2.76)
H (-0.68, -4.44, 1.69)
H (-2.42, -4.50, 1.54)
H (-2.61, -2.93, 3.51)
H (0.36, -2.78, 4.05)
H (-0.62, -4.02, 4.98)
H (-0.93, -2.35, 4.94)
H (-1.52, -1.24, 2.84)
C (0.89, 1.53, 4.18)
C (1.96, 1.45, 5.24)
C (3.29, 0.77, 4.74)
O (2.15, 2.78, 5.78)
H (0.04, 2.15, 4.44)
H (0.39, 0.59, 3.95)
H (1.20, 2.06, 3.28)
H (1.62, 0.90, 6.12)
H (3.04, -0.28, 4.60)
H (4.12, 0.81, 5.45)
H (3.74, 1.27, 3.88)
H (2.82, 3.20, 5.23)
C (-1.98, -3.24, -6.06)
C (-1.51, -1.88, -6.33)
C (-0.39, -1.47, -5.50)
O (-0.93, -2.03, -7.54)
H (-1.18, -3.96, -5.88)
H (-2.67, -3.66, -6.79)
H (-2.33, -3.20, -5.03)
H (-2.31, -1.14, -6.29)
H (0.11, -0.66, -6.05)
H (0.42, -2.18, -5.37)
H (-0.72, -1.07, -4.55)
H (-0.83, -1.19, -8.00)
C (-2.96, 4.78, 2.57)
C (-2.37, 4.00, 1.38)
C (-0.86, 3.97, 1.50)
O (-2.83, 2.61, 1.46)
H (-4.05, 4.75, 2.59)
H (-2.70, 5.84, 2.59)
H (-2.66, 4.41, 3.55)
H (-2.70, 4.37, 0.41)
H (-0.42, 3.45, 2.36)
H (-0.35, 4.93, 1.55)
H (-0.54, 3.73, 0.49)
H (-3.71, 2.59, 1.08)
C (0.85, -4.21, -2.13)
C (-0.55, -4.70, -2.47)
C (-0.61, -6.19, -2.45)
O (-1.42, -4.07, -1.53)
H (0.99, -3.75, -1.15)
H (1.13, -3.50, -2.90)
H (1.67, -4.93, -2.17)
H (-0.89, -4.37, -3.45)
H (-0.32, -6.64, -1.50)
H (0.04, -6.66, -3.18)
H (-1.57, -6.59, -2.77)
H (-0.96, -3.27, -1.25)
C (-3.26, 1.69, 5.06)
C (-3.02, 0.29, 4.60)
C (-4.33, -0.40, 4.41)
O (-2.22, 0.26, 3.47)
H (-3.73, 2.42, 4.40)
H (-2.26, 2.07, 5.23)
H (-3.83, 1.78, 5.99)
H (-2.48, -0.27, 5.36)
H (-4.76, -0.63, 5.39)
H (-4.16, -1.36, 3.92)
H (-5.05, 0.11, 3.76)
H (-2.42, 1.05, 2.96)
C (1.97, 0.20, -3.49)
C (3.46, 0.19, -3.80)
C (3.71, -0.91, -4.81)
O (3.80, 1.36, -4.43)
H (1.37, 0.60, -4.30)
H (1.63, 0.80, -2.64)
H (1.59, -0.77, -3.19)
H (4.02, 0.10, -2.87)
H (2.97, -0.94, -5.61)
H (3.71, -1.86, -4.27)
H (4.73, -0.76, -5.17)
H (3.59, 1.32, -5.36)



2.
16 unconnected molecules or ions with the total composition C27H75BO18. Source: the Open Molecules 2025 dataset; level of theory: the ωB97M-V functional and the def2-TZVPD basis.

Values from the calculation:
HOMO energy   -8.76 eV
LUMO   0.013 Ha

Cartesian coordinates (Å):
C (-2.50, 1.51, 3.04)
C (-2.80, 0.73, 1.96)
B (-1.79, 0.79, 0.69)
C (-0.35, 0.09, 0.87)
O (0.06, -0.70, -0.30)
C (1.46, -0.53, -0.39)
C (1.99, 0.19, -1.68)
O (2.21, -0.89, 0.49)
C (-2.31, 1.56, -0.62)
O (-1.38, 2.54, -1.17)
C (-0.84, 3.36, -0.20)
C (0.63, 3.41, -0.14)
C (1.38, 4.25, 0.79)
C (0.60, 5.06, 1.74)
C (-0.87, 5.03, 1.71)
C (-1.59, 4.20, 0.73)
H (-1.70, 2.30, 3.02)
H (-3.11, 1.36, 3.98)
H (-3.71, 0.08, 1.90)
H (0.43, 0.86, 1.11)
H (-0.42, -0.60, 1.76)
H (2.43, -0.54, -2.41)
H (2.71, 0.98, -1.35)
H (1.11, 0.74, -2.11)
H (-2.45, 0.77, -1.42)
H (-3.34, 2.02, -0.50)
H (1.22, 2.80, -0.87)
H (2.50, 4.24, 0.73)
H (1.18, 5.70, 2.45)
H (-1.44, 5.65, 2.45)
H (-2.71, 4.20, 0.72)
C (5.75, 4.39, -0.66)
O (5.06, 3.39, 0.08)
H (5.57, 4.23, -1.72)
H (5.37, 5.38, -0.37)
H (6.82, 4.33, -0.46)
H (5.23, 3.55, 1.02)
C (3.45, -3.87, -1.63)
O (3.72, -2.53, -2.03)
H (3.89, -4.55, -2.37)
H (3.89, -4.07, -0.65)
H (2.37, -4.03, -1.59)
H (3.32, -1.96, -1.36)
C (-3.87, 0.96, -4.63)
O (-3.59, 1.36, -3.29)
H (-4.82, 0.44, -4.65)
H (-3.91, 1.84, -5.27)
H (-3.09, 0.28, -4.98)
H (-2.74, 1.81, -3.29)
C (-3.93, 2.19, 6.89)
O (-4.18, 0.90, 6.34)
H (-3.83, 2.91, 6.07)
H (-4.76, 2.49, 7.52)
H (-3.00, 2.18, 7.47)
H (-4.26, 0.30, 7.08)
C (-4.57, 5.17, 9.38)
O (-4.75, 3.76, 9.40)
H (-3.93, 5.43, 8.55)
H (-5.54, 5.66, 9.27)
H (-4.10, 5.49, 10.32)
H (-5.32, 3.55, 10.15)
C (3.42, 7.21, -2.24)
O (3.62, 7.01, -0.85)
H (3.86, 8.17, -2.53)
H (3.90, 6.41, -2.81)
H (2.35, 7.24, -2.46)
H (3.22, 6.17, -0.62)
C (3.27, -5.25, -5.34)
O (4.22, -4.33, -5.88)
H (3.12, -6.05, -6.05)
H (3.66, -5.66, -4.40)
H (2.32, -4.73, -5.16)
H (4.34, -3.63, -5.23)
C (2.40, -7.06, -0.07)
O (3.39, -6.59, -0.98)
H (1.98, -6.21, 0.46)
H (1.60, -7.57, -0.62)
H (2.85, -7.75, 0.64)
H (3.75, -7.36, -1.44)
C (-5.70, -1.03, -7.48)
O (-5.49, -1.24, -6.09)
H (-5.24, -0.09, -7.77)
H (-5.24, -1.85, -8.05)
H (-6.77, -1.00, -7.69)
H (-5.90, -2.08, -5.87)
C (-1.88, -1.71, 8.06)
O (-2.01, -0.30, 8.12)
H (-2.75, -2.16, 8.54)
H (-1.83, -2.04, 7.02)
H (-0.98, -2.03, 8.59)
H (-1.23, 0.08, 7.69)
C (7.08, -5.74, 0.20)
O (5.80, -5.95, 0.77)
H (7.83, -5.79, 0.99)
H (7.29, -6.52, -0.54)
H (7.12, -4.75, -0.28)
H (5.15, -5.90, 0.06)
C (0.31, -3.91, -7.80)
O (1.52, -3.16, -7.78)
H (-0.49, -3.27, -8.17)
H (0.42, -4.77, -8.47)
H (0.07, -4.25, -6.79)
H (2.21, -3.75, -7.45)
C (-8.33, -3.59, -9.11)
O (-8.09, -3.14, -7.78)
H (-7.95, -2.83, -9.80)
H (-7.81, -4.53, -9.29)
H (-9.40, -3.72, -9.28)
H (-8.43, -3.82, -7.19)
C (8.74, 1.67, -0.49)
O (7.56, 0.88, -0.44)
H (9.60, 1.03, -0.32)
H (8.82, 2.14, -1.47)
H (8.70, 2.44, 0.29)
H (6.81, 1.48, -0.58)
C (-4.00, 0.14, 10.61)
O (-4.03, 1.41, 11.24)
H (-4.34, -0.61, 11.32)
H (-4.68, 0.14, 9.74)
H (-2.99, -0.09, 10.29)
H (-3.73, 2.06, 10.58)



3.
5 unconnected molecules or ions with the total composition C27H75FN12O7P4. Source: the Open Molecules 2025 dataset; level of theory: the ωB97M-V functional and the def2-TZVPD basis.

Values from the calculation:
ΔE to the lowest compared entry with this formula, charge and spin   120.5 kcal per mole
SMILES   CN(C)P(=O)(N(C)C)N(C)C.CN(C)P(=O)(N(C)C)N(C)C.CN(C)P(=O)(N(C)C)N(C)C.CN(C)P(=O)(N(C)C)N(C)C.O=C1OC[C@@H](F)O1
HOMO energy   -8.00 eV
LUMO   0.007 Ha

Cartesian coordinates (Å):
C (2.08, 3.33, -4.60)
N (1.44, 2.71, -3.48)
C (2.15, 2.93, -2.25)
P (-0.20, 2.15, -3.49)
O (-0.76, 2.06, -2.11)
N (-1.08, 3.14, -4.53)
C (-0.89, 3.13, -6.01)
C (-2.36, 3.71, -4.09)
N (-0.07, 0.53, -4.17)
C (1.04, -0.37, -3.88)
C (-1.26, -0.21, -4.51)
H (1.33, 3.91, -5.15)
H (2.54, 2.52, -5.16)
H (2.81, 4.08, -4.29)
H (2.06, 2.27, -1.39)
H (1.69, 3.80, -1.78)
H (3.24, 3.03, -2.35)
H (-0.39, 2.21, -6.30)
H (-1.85, 3.12, -6.52)
H (-0.34, 3.95, -6.47)
H (-2.17, 4.34, -3.22)
H (-2.82, 4.32, -4.87)
H (-3.10, 2.98, -3.75)
H (1.94, 0.20, -3.66)
H (0.79, -1.04, -3.05)
H (1.18, -1.20, -4.57)
H (-1.86, -0.11, -3.60)
H (-1.17, -1.23, -4.88)
H (-1.79, 0.38, -5.26)
C (5.79, 2.92, -0.09)
N (5.28, 2.09, 1.03)
C (4.06, 2.59, 1.66)
P (6.14, 0.66, 1.58)
O (7.50, 0.51, 1.01)
N (6.07, 0.89, 3.24)
C (6.55, 2.23, 3.68)
C (6.15, -0.19, 4.14)
N (5.01, -0.63, 1.13)
C (5.25, -1.46, -0.09)
C (3.84, -1.12, 1.97)
H (5.13, 3.76, -0.28)
H (5.73, 2.25, -0.95)
H (6.79, 3.33, 0.05)
H (3.32, 2.86, 0.90)
H (4.27, 3.45, 2.29)
H (3.63, 1.85, 2.33)
H (7.11, 2.28, 4.61)
H (7.14, 2.76, 2.93)
H (5.69, 2.89, 3.74)
H (7.02, -0.75, 3.78)
H (6.20, 0.15, 5.18)
H (5.37, -0.94, 4.05)
H (5.42, -2.52, 0.10)
H (4.42, -1.36, -0.78)
H (5.97, -1.12, -0.83)
H (3.73, -0.59, 2.92)
H (4.06, -2.15, 2.24)
H (2.91, -1.07, 1.40)
C (-3.27, -5.11, -3.39)
N (-4.72, -5.26, -3.80)
C (-5.09, -6.44, -4.54)
P (-5.86, -4.03, -3.81)
O (-7.30, -4.50, -3.51)
N (-5.18, -2.88, -2.64)
C (-4.89, -1.53, -3.14)
C (-5.58, -2.92, -1.20)
N (-5.82, -3.33, -5.44)
C (-7.05, -2.88, -5.99)
C (-4.51, -2.91, -6.00)
H (-3.17, -5.23, -2.31)
H (-2.91, -4.14, -3.74)
H (-2.66, -5.92, -3.79)
H (-4.88, -7.45, -4.20)
H (-4.40, -6.36, -5.37)
H (-6.06, -6.41, -5.03)
H (-5.69, -1.04, -3.70)
H (-4.72, -0.79, -2.36)
H (-4.06, -1.48, -3.85)
H (-4.71, -2.71, -0.57)
H (-6.35, -2.18, -1.01)
H (-6.03, -3.92, -1.14)
H (-7.84, -2.94, -5.25)
H (-6.86, -1.88, -6.39)
H (-7.30, -3.47, -6.87)
H (-4.20, -3.18, -7.00)
H (-3.65, -3.15, -5.37)
H (-4.30, -1.84, -6.01)
C (-0.30, -0.80, 5.35)
N (-0.57, -0.06, 6.61)
C (-1.01, -0.96, 7.59)
P (-0.46, 1.71, 6.60)
O (-1.34, 2.35, 7.65)
N (1.14, 1.89, 6.99)
C (2.25, 1.29, 6.12)
C (1.65, 2.32, 8.30)
N (-0.63, 2.38, 5.05)
C (-1.95, 2.41, 4.41)
C (0.44, 3.11, 4.28)
H (-0.28, -0.17, 4.46)
H (-1.05, -1.57, 5.17)
H (0.71, -1.18, 5.43)
H (-0.53, -1.94, 7.54)
H (-2.10, -1.00, 7.59)
H (-0.83, -0.58, 8.59)
H (2.95, 0.73, 6.75)
H (1.94, 0.63, 5.31)
H (2.85, 1.99, 5.54)
H (2.03, 3.33, 8.44)
H (0.88, 2.26, 9.07)
H (2.40, 1.62, 8.66)
H (-1.97, 1.72, 3.57)
H (-2.73, 2.08, 5.10)
H (-2.32, 3.36, 4.02)
H (0.90, 3.79, 5.00)
H (-0.02, 3.75, 3.53)
H (1.19, 2.41, 3.91)
O (1.08, -2.82, 1.56)
C (0.00, -2.31, 1.23)
O (-0.79, -2.75, 0.29)
C (-1.91, -1.82, 0.19)
C (-1.49, -0.50, 0.82)
F (-2.44, -0.13, 1.66)
O (-0.36, -1.08, 1.52)
H (-2.21, -1.70, -0.85)
H (-2.71, -2.30, 0.75)
H (-1.09, 0.22, 0.12)



4.
12 unconnected molecules or ions with the total composition C27H76N2O24S10. Source: the Open Molecules 2025 dataset; level of theory: the ωB97M-V functional and the def2-TZVPD basis.

Values from the calculation:
ΔE to the lowest compared entry with this formula, charge and spin   0.0 kcal per mole
HOMO energy   -8.08 eV
LUMO   0.005 Ha

Cartesian coordinates (Å):
C (1.69, -0.37, -5.72)
N (2.36, -1.31, -6.70)
O (3.53, -1.18, -6.91)
O (1.64, -1.97, -7.41)
H (0.77, -0.85, -5.36)
H (1.50, 0.56, -6.28)
H (2.43, -0.22, -4.94)
C (1.69, -3.84, -1.15)
N (0.20, -3.73, -0.63)
O (-0.41, -4.73, -0.41)
O (-0.17, -2.58, -0.48)
H (1.64, -4.38, -2.09)
H (2.38, -4.17, -0.30)
H (1.84, -2.80, -1.36)
C (2.33, 4.62, 1.97)
S (0.75, 5.36, 1.48)
O (0.40, 6.29, 2.61)
C (1.44, 6.40, 0.09)
H (2.09, 3.96, 2.81)
H (2.93, 5.51, 2.29)
H (2.84, 4.17, 1.10)
H (0.75, 6.45, -0.76)
H (2.38, 5.96, -0.25)
H (1.44, 7.42, 0.52)
C (1.22, 4.61, -3.12)
S (2.25, 3.36, -2.26)
O (2.92, 3.94, -1.06)
C (0.83, 2.39, -1.81)
H (1.86, 5.08, -3.81)
H (0.85, 5.42, -2.49)
H (0.39, 4.11, -3.59)
H (0.43, 2.06, -2.82)
H (0.16, 3.03, -1.18)
H (1.09, 1.52, -1.20)
C (7.20, 1.56, 1.48)
S (5.41, 1.36, 1.57)
O (4.88, 2.73, 1.64)
C (5.24, 0.96, -0.16)
H (7.52, 2.07, 2.39)
H (7.47, 2.16, 0.56)
H (7.68, 0.58, 1.57)
H (5.82, 0.05, -0.42)
H (5.62, 1.88, -0.54)
H (4.20, 0.86, -0.38)
C (-1.54, -4.57, 4.89)
S (-0.85, -3.51, 3.68)
O (0.56, -3.98, 3.34)
C (-1.87, -4.06, 2.37)
H (-2.59, -4.18, 5.00)
H (-1.10, -4.48, 5.86)
H (-1.51, -5.62, 4.60)
H (-1.56, -5.09, 2.15)
H (-1.60, -3.48, 1.58)
H (-2.98, -3.97, 2.58)
C (-3.51, 0.82, 1.83)
S (-4.62, -0.56, 1.45)
O (-3.80, -1.76, 1.68)
C (-5.67, -0.33, 2.84)
H (-2.62, 0.88, 1.15)
H (-3.17, 0.76, 2.89)
H (-4.18, 1.74, 1.73)
H (-6.26, 0.57, 2.81)
H (-5.01, -0.45, 3.69)
H (-6.29, -1.18, 2.86)
O (0.30, 1.84, 2.27)
S (1.19, 0.75, 2.22)
O (2.10, 0.68, 1.16)
O (1.99, 0.66, 3.57)
C (2.71, -0.59, 3.79)
C (2.37, -1.14, 5.11)
C (0.11, -0.70, 2.24)
H (3.77, -0.24, 3.86)
H (2.58, -1.30, 3.01)
H (3.07, -1.91, 5.34)
H (1.37, -1.52, 5.24)
H (2.56, -0.49, 5.97)
H (0.63, -1.64, 2.07)
H (-0.59, -0.53, 1.46)
H (-0.39, -0.74, 3.17)
O (-3.45, 3.97, 6.19)
S (-3.16, 3.17, 5.00)
O (-3.87, 1.91, 4.87)
O (-3.47, 4.03, 3.74)
C (-3.50, 5.55, 3.77)
C (-3.21, 6.02, 2.32)
C (-1.38, 2.88, 5.02)
H (-2.82, 5.86, 4.58)
H (-4.51, 5.74, 4.04)
H (-2.33, 5.49, 1.95)
H (-2.90, 7.11, 2.26)
H (-4.13, 5.88, 1.83)
H (-1.24, 2.03, 4.37)
H (-1.08, 2.76, 6.08)
H (-0.95, 3.75, 4.50)
O (5.06, -5.63, 2.57)
S (3.90, -4.78, 2.71)
O (3.93, -3.39, 2.62)
O (2.79, -5.34, 1.70)
C (2.92, -6.66, 1.11)
C (3.70, -6.72, -0.24)
C (3.17, -5.08, 4.34)
H (1.86, -6.89, 1.01)
H (3.47, -7.27, 1.85)
H (3.96, -7.80, -0.48)
H (4.71, -6.15, -0.13)
H (3.19, -6.42, -1.12)
H (3.81, -4.47, 4.94)
H (3.25, -6.13, 4.64)
H (2.23, -4.64, 4.29)
O (-2.14, -1.21, -4.34)
S (-1.56, -2.51, -4.19)
O (-0.21, -2.49, -3.66)
O (-2.60, -3.40, -3.43)
C (-3.23, -2.79, -2.19)
C (-4.65, -2.46, -2.38)
C (-1.46, -3.47, -5.71)
H (-2.73, -1.79, -2.01)
H (-3.03, -3.54, -1.41)
H (-5.09, -2.17, -1.45)
H (-5.21, -3.42, -2.66)
H (-4.82, -1.66, -3.10)
H (-0.73, -2.91, -6.34)
H (-2.43, -3.46, -6.24)
H (-1.11, -4.45, -5.49)
O (-0.95, 2.52, -4.72)
S (-2.32, 2.76, -5.06)
O (-2.81, 4.08, -5.36)
O (-2.75, 1.72, -6.20)
C (-3.50, 2.26, -7.38)
C (-2.56, 2.93, -8.34)
C (-3.38, 2.11, -3.70)
H (-4.32, 2.97, -7.00)
H (-3.92, 1.39, -7.85)
H (-2.39, 3.95, -8.00)
H (-3.02, 2.83, -9.41)
H (-1.65, 2.43, -8.26)
H (-3.00, 2.64, -2.83)
H (-3.04, 1.10, -3.72)
H (-4.39, 2.31, -3.89)



Calculated values (eV) of Kohn-Sham gap for the records, taken in order: 9.9 9.1 8.2 8.2.